C24H29N3O4Re | ωB97M-V/def2-TZVPD

Cartesian coordinates (Å):
Re -0.50184 -0.05546 0.40558
C 3.09798 -0.52216 -1.35981
O 1.73331 0.00657 -1.35000
C 1.68782 1.26759 -2.03231
C 0.26015 1.51478 -2.30373
O -0.57557 1.51954 -1.06582
C -0.92679 2.81646 -0.46182
C -0.15753 2.99870 0.78620
O -0.37347 1.76804 1.55753
C -0.05295 1.90713 3.00387
H 3.40865 -0.71958 -2.37952
H 3.80204 0.19774 -0.92888
H 3.11325 -1.45525 -0.80338
H 2.16100 2.04889 -1.43633
H 2.20786 1.21746 -2.98784
H 0.10352 2.44891 -2.83044
H -0.13607 0.70741 -2.90697
H -0.74386 3.62487 -1.15938
H -1.99003 2.77947 -0.25431
H 0.90587 3.13996 0.63186
H -0.54569 3.85221 1.33324
H -0.75535 2.60423 3.44645
H -0.16235 0.93338 3.47107
H 0.95893 2.27990 3.11822
C -0.22990 -3.03893 -2.76598
C 0.11128 -2.21075 -1.70962
N -0.81721 -1.45062 -1.09398
C -2.12692 -1.51425 -1.52252
C -2.53615 -2.32175 -2.55940
C -1.53773 -3.09644 -3.20162
C -3.93003 -2.33813 -2.90536
C -4.81952 -1.59634 -2.21767
C -4.39065 -0.76094 -1.13380
C -5.25195 0.03301 -0.33384
C -4.73983 0.80391 0.69270
C -3.37829 0.80954 0.93458
N -2.54145 0.06521 0.17984
C -3.04757 -0.71992 -0.83277
H 0.54583 -3.63385 -3.23506
H 1.12532 -2.15710 -1.35217
H -1.80663 -3.74015 -4.03459
H -4.26098 -2.96749 -3.72583
H -5.87011 -1.62593 -2.47383
H -6.32094 0.02378 -0.52412
H -5.38424 1.41022 1.31552
H -2.95165 1.41575 1.72604
O 1.43746 -0.18166 1.48435
C 1.54956 -1.02322 2.66853
C 0.27984 -1.78736 2.77696
C 0.11592 -2.72363 3.76316
C -1.04850 -3.48003 3.80684
C -2.03005 -3.27782 2.83597
C -1.83492 -2.32190 1.88995
N -0.69078 -1.55996 1.85163
H 2.27491 0.27456 1.31617
H 1.71949 -0.41924 3.55186
H 2.38876 -1.70364 2.56381
H 0.90965 -2.86853 4.49384
H -1.18565 -4.22395 4.58126
H -2.94233 -3.86197 2.82170
H -2.58812 -2.13439 1.13912

Output
- HOMO-LUMO gap (spin up / spin down) (eV) = 8.10 / 6.31
- LUMO level (spin up / spin down) (eV) = -12.760 / -14.630
- HOMO energy (spin up / spin down) (eV) = -20.86 / -20.94
- spin multiplicity = 4
- F_max (hartree/bohr) = 0.0203
- energy above the lowest of the compared OMol25 structures with the same formula, charge and spin (kJ/mol) = 9.9
- ⟨S²⟩ = 3.77
- total charge = +4

C11H8BrClCoN4O3 | ωB97M-V/def2-TZVPD

Cartesian coordinates (Å):
Co -7.67627 -7.08748 -5.02838
O -10.17143 -10.16304 -0.39655
C -9.76903 -9.52798 -1.49528
C -10.06904 -9.85562 -2.81013
C -9.57631 -9.10314 -3.83558
N -8.75327 -8.06480 -3.64656
C -8.56526 -7.69279 -2.35510
Br -7.47442 -6.17820 -2.19208
C -9.04398 -8.31543 -1.23756
H -10.86541 -10.80902 -0.57170
H -10.65046 -10.69202 -3.04666
H -9.82668 -9.29038 -4.88802
H -8.95839 -7.86675 -0.26229
Cl -5.79616 -5.39162 -5.69790
C -5.01414 -6.69221 -4.89425
H -4.47172 -6.35866 -3.98604
H -4.55293 -7.51098 -5.48484
N -9.34078 -4.47429 -7.71919
C -8.86118 -5.64344 -7.24908
O -8.73772 -5.73321 -5.98937
C -8.31169 -6.62380 -8.19004
C -8.02685 -6.33944 -9.57552
N -7.89100 -6.01667 -10.67492
C -7.84464 -7.73915 -7.47860
N -7.62972 -8.52616 -6.62626
H -9.36562 -4.27975 -8.68839
H -9.43691 -3.70259 -7.07725
O -6.14086 -8.93528 -1.52042
C -5.69795 -9.17591 -2.54078

Output
- HOMO-LUMO gap (spin up / spin down) (eV) = 8.29 / 6.47
- LUMO level (spin up / spin down) (eV) = -3.439 / -5.269
- HOMO energy (spin up / spin down) (eV) = -11.73 / -11.74
- spin multiplicity = 5
- F_max (hartree/bohr) = 0.0407
- energy above the lowest of the compared OMol25 structures with the same formula, charge and spin (kJ/mol) = 0.0
- ⟨S²⟩ = 6.01
- total charge = +1

C67H144F3N6O3S | ωB97M-V/def2-TZVPD

Cartesian coordinates (Å):
C -1.16745 -9.03984 -5.52036
C -0.70994 -8.63431 -4.17611
C -1.88682 -8.54754 -3.15850
C -1.47103 -8.07932 -1.76026
N -2.63230 -8.28430 -0.72051
C -2.77438 -9.81644 -0.43423
C -2.62295 -9.97389 1.05343
C -1.68014 -8.82166 1.48752
C -2.19892 -7.69223 0.65479
C -3.96788 -7.73352 -1.24131
C -3.94304 -6.21232 -1.55131
C -5.30185 -5.54704 -1.58143
H -0.35209 -9.40145 -6.14687
H -1.71615 -8.24708 -6.02886
H -1.76087 -9.94169 -5.36998
H -0.32742 -7.62348 -4.31745
H 0.05505 -9.33127 -3.83384
H -2.14186 -9.60708 -3.13788
H -2.59082 -7.86504 -3.63461
H -1.33100 -7.00117 -1.68228
H -0.63743 -8.60916 -1.29930
H -3.66843 -10.24005 -0.89177
H -1.99985 -10.33064 -1.00325
H -3.55980 -9.85160 1.59701
H -2.29775 -10.98205 1.31024
H -1.70896 -8.81254 2.57710
H -0.66451 -8.96274 1.11779
H -3.06269 -7.33320 1.21434
H -1.53040 -6.84182 0.52070
H -4.72366 -7.97484 -0.49388
H -4.14973 -8.20006 -2.20949
H -3.49390 -5.92703 -2.50262
H -3.46010 -5.67968 -0.73206
H -5.89942 -5.78325 -2.46189
H -5.27391 -4.46453 -1.70594
H -5.86192 -5.72557 -0.66354
C 7.90826 1.55224 -4.72151
C 8.14159 0.34584 -5.58944
C 8.17582 0.46473 -7.17916
C 8.54353 -0.83888 -7.80227
N 8.63312 -0.78448 -9.28071
C 9.11545 -2.17155 -9.84907
C 10.67809 -2.20022 -9.79711
C 11.04927 -0.75404 -9.62363
C 9.80159 0.08972 -9.83671
C 7.27481 -0.41923 -9.92095
C 6.10970 -1.47196 -9.51604
C 4.68213 -1.29174 -10.16234
H 6.87984 1.89305 -4.60201
H 8.56645 2.38454 -4.97086
H 8.18567 1.37913 -3.68172
H 7.35167 -0.35531 -5.32013
H 9.03150 -0.17969 -5.24309
H 8.83944 1.29442 -7.42273
H 7.21583 0.88943 -7.47273
H 7.90949 -1.68408 -7.53446
H 9.53094 -1.21867 -7.53985
H 8.87746 -2.38598 -10.89094
H 8.73549 -2.93806 -9.17366
H 11.09623 -2.71147 -10.66422
H 10.86962 -2.86017 -8.95102
H 11.88532 -0.37575 -10.21187
H 11.38978 -0.73143 -8.58843
H 9.56722 0.25860 -10.88773
H 9.83147 1.02345 -9.27515
H 7.46782 -0.55974 -10.98449
H 7.03697 0.63887 -9.81169
H 5.99111 -1.49524 -8.43277
H 6.36327 -2.47580 -9.85676
H 4.23977 -0.29573 -10.14322
H 3.92514 -1.90593 -9.67464
H 4.72015 -1.64197 -11.19384
C -4.05123 3.11346 -4.47087
C -4.58381 4.08803 -3.44135
C -5.01511 5.47142 -4.07496
C -5.55601 6.60503 -3.06479
N -5.90838 7.94061 -3.72545
C -6.29314 9.04853 -2.66435
C -4.91857 9.68011 -2.10911
C -3.81881 9.26391 -3.14390
C -4.66007 8.67676 -4.29842
C -7.02597 7.76878 -4.72578
C -8.30089 7.11194 -4.28727
C -9.47569 7.22936 -5.28982
H -3.66483 2.16058 -4.10918
H -3.43294 3.55396 -5.25305
H -4.92085 2.87022 -5.08136
H -3.91421 4.26188 -2.59902
H -5.52437 3.70969 -3.04097
H -5.83792 5.18297 -4.72909
H -4.23989 5.96768 -4.65880
H -4.83619 6.82539 -2.27650
H -6.47045 6.25118 -2.58867
H -6.83889 9.75798 -3.28638
H -6.95762 8.55246 -1.95689
H -5.02657 10.76368 -2.15714
H -4.70351 9.36780 -1.08720
H -3.24923 10.13626 -3.46432
H -3.19123 8.47962 -2.72067
H -4.92797 9.47641 -4.98900
H -4.03674 7.95975 -4.83267
H -6.58400 7.16520 -5.51852
H -7.23156 8.76039 -5.12896
H -8.63477 7.56512 -3.35385
H -8.00851 6.10099 -4.00340
H -10.20814 6.47962 -4.99062
H -9.29034 7.03247 -6.34575
H -9.89457 8.23441 -5.34023
C 2.03092 0.46539 7.86987
C 0.50504 0.50275 7.71953
C -0.25254 -0.58520 6.95531
C -1.81438 -0.38227 7.10276
N -2.79352 -1.52821 6.71997
C -2.89396 -1.43264 5.14942
C -4.09581 -0.64800 4.79327
C -4.84429 -0.26091 6.12834
C -4.25135 -1.17455 7.24788
C -2.39545 -2.93729 7.15326
C -2.09337 -3.14212 8.64677
C -1.74060 -4.59365 8.91589
H 2.63770 0.30670 6.97839
H 2.38925 -0.35126 8.49658
H 2.46783 1.36524 8.30286
H 0.20261 1.44291 7.25828
H 0.13716 0.66137 8.73324
H 0.06780 -1.55470 7.33683
H 0.02031 -0.60540 5.90020
H -2.18895 0.43349 6.48442
H -2.11348 -0.36647 8.15080
H -3.15972 -2.45036 4.86355
H -1.93000 -1.19327 4.70042
H -4.83740 -0.95939 4.05763
H -3.75250 0.29088 4.35882
H -5.91649 -0.45416 6.09469
H -4.66369 0.79561 6.32647
H -4.74737 -2.14434 7.20838
H -4.16317 -0.84845 8.28422
H -1.48241 -3.14451 6.59512
H -3.16272 -3.66485 6.88858
H -2.98201 -2.99048 9.25949
H -1.27355 -2.57074 9.08210
H -2.56489 -5.23506 8.60402
H -1.65802 -4.87351 9.96610
H -0.80397 -4.92777 8.46960
C -3.71343 7.28873 4.71967
C -3.43855 8.28621 5.83773
C -4.58124 9.27227 6.09944
C -5.91709 8.59765 6.21014
N -7.08330 9.53248 6.70320
C -8.38981 8.74857 6.60497
C -8.54545 7.81957 7.74969
C -7.94593 8.66988 8.82899
C -6.99675 9.75812 8.17355
C -7.20879 10.84770 5.86668
C -7.60984 10.61991 4.28910
C -7.84382 11.90633 3.54815
H -4.08556 7.82866 3.84898
H -4.43299 6.51517 4.98789
H -2.79616 6.80033 4.39077
H -2.46445 8.75063 5.68428
H -3.30832 7.68868 6.74000
H -4.58801 9.88505 5.19802
H -4.38912 9.96102 6.92213
H -5.97484 7.64935 6.74446
H -6.17889 8.42117 5.16687
H -9.26950 9.39214 6.61184
H -8.38233 8.17109 5.68055
H -9.61005 7.75958 7.97584
H -8.08428 6.86486 7.49684
H -8.70751 9.10571 9.47564
H -7.33489 8.02615 9.46172
H -7.46602 10.71721 8.39268
H -5.98552 9.67183 8.57116
H -6.26648 11.38083 5.99290
H -7.92864 11.51109 6.34609
H -8.40956 9.90657 4.08983
H -6.71741 10.16545 3.85881
H -6.93167 12.49144 3.43097
H -8.54066 12.59446 4.02669
H -8.24906 11.60720 2.58152
C 10.87649 -8.80191 0.16436
C 10.46069 -8.51032 1.58966
C 9.15363 -7.69878 1.63371
C 9.26461 -6.22964 1.25499
N 7.87714 -5.57650 1.19628
C 8.04254 -4.11724 0.73915
C 8.43370 -3.34242 1.96680
C 7.35533 -3.91677 2.98961
C 7.23407 -5.47054 2.59141
C 6.91100 -6.19172 0.12899
C 7.37563 -6.18849 -1.32125
C 6.29258 -6.66369 -2.23984
H 11.52617 -7.96757 -0.10001
H 10.09417 -8.85812 -0.59254
H 11.33632 -9.78858 0.10844
H 11.23655 -8.10194 2.23724
H 10.17723 -9.46365 2.03567
H 8.78899 -7.84411 2.65058
H 8.34807 -8.15184 1.05586
H 9.68166 -6.17545 0.24938
H 9.83514 -5.64079 1.97323
H 7.13007 -3.75308 0.26706
H 8.81670 -4.16614 -0.02662
H 8.40563 -2.29277 1.67430
H 9.42114 -3.47081 2.41015
H 6.39487 -3.45762 2.75556
H 7.70808 -3.77382 4.01100
H 6.23238 -5.89833 2.63269
H 7.80667 -5.96089 3.37869
H 6.00728 -5.60020 0.27559
H 6.58456 -7.17513 0.46729
H 8.25613 -6.80469 -1.50320
H 7.54909 -5.17820 -1.69183
H 5.44048 -6.00309 -2.07964
H 5.92965 -7.61081 -1.84066
H 6.53664 -6.80332 -3.29295
C 1.65471 0.87457 -0.01293
F 0.68539 1.10495 0.84251
F 1.56575 1.52200 -1.19742
F 2.85154 1.11861 0.59307
S 1.56506 -1.05047 -0.41569
O 2.55297 -1.23012 -1.48561
O 2.00527 -1.63397 0.88743
O 0.21746 -1.47560 -0.72946

Output
- HOMO-LUMO gap (eV) = 7.11
- LUMO level (eV) = -6.592
- HOMO energy (eV) = -13.70
- spin multiplicity = 1
- F_max (hartree/bohr) = 0.0831
- energy above the lowest of the compared OMol25 structures with the same formula, charge and spin (kJ/mol) = 335.6
- total charge = +5

C6H13N3O | ωB97M-V/def2-TZVPD

Cartesian coordinates (Å):
C -1.93583 -0.05868 0.66734
C -1.73431 -0.98094 -0.82919
C 4.13067 0.61863 -0.38722
C -4.63665 0.11781 -0.59573
C 3.12427 -0.47816 0.10807
C 0.56993 -0.49879 0.64166
N -2.80277 -0.27986 -0.31163
N -0.74531 -0.29693 0.03507
N 1.67162 0.06675 -0.15316
O -4.87775 0.93321 0.38198
H -2.20314 -0.04322 1.68810
H 5.03149 0.23161 0.04538
H 4.08363 0.58520 -1.41806
H 4.00302 1.55914 -0.02740
H -4.85057 -0.97570 -0.38058
H -4.39765 0.34109 -1.68530
H 3.06300 -0.51952 1.25717
H 3.38262 -1.53812 -0.28967
H 0.62470 -1.65312 0.78042
H 0.40552 -0.07735 1.55760
H 1.58504 1.12847 -0.17206
H 1.61479 -0.05010 -1.12019
H -5.10633 1.86859 0.20740

Output
- HOMO-LUMO gap (eV) = 9.46
- LUMO level (eV) = -8.297
- HOMO energy (eV) = -17.76
- spin multiplicity = 1
- F_max (hartree/bohr) = 0.1082
- energy above the lowest of the compared OMol25 structures with the same formula, charge and spin (kJ/mol) = 677.7
- total charge = +2

C3H4OS | ωB97M-V/def2-TZVPD

Cartesian coordinates (Å):
C -1.66088 -1.94515 -0.55468
C -0.93752 -1.15908 -1.12796
C 0.77105 0.66325 0.05293
O 1.02279 -0.18936 -2.63405
S 0.02840 0.26726 -1.71407
H -2.33131 -2.72063 -0.20120
H 1.85623 0.32060 -0.19544
H 0.30032 -0.10982 0.70113
H 0.82792 1.68062 0.42159

Output
- HOMO-LUMO gap (eV) = 9.98
- LUMO level (eV) = 0.678
- HOMO energy (eV) = -9.31
- spin multiplicity = 1
- F_max (hartree/bohr) = 0.0764
- energy above the lowest of the compared OMol25 structures with the same formula, charge and spin (kJ/mol) = 341.5

C26H48Cl3CuN5O3PSi | ωB97M-V/def2-TZVPD

Cartesian coordinates (Å):
C 2.97359 -2.65445 -3.45111
C 2.44719 -1.77354 -4.54091
H 2.64446 -3.68240 -3.64478
H 2.61692 -2.35022 -2.46144
H 4.07388 -2.64633 -3.43938
C 2.23538 -2.23367 -5.78370
C 2.58476 -3.58641 -6.30771
H 1.78526 -1.57754 -6.52307
H 2.11866 -4.42487 -5.76744
H 3.66874 -3.78681 -6.35632
H 2.20745 -3.65447 -7.33687
Cu 1.74402 0.66435 0.13321
Cl 2.06048 1.63940 2.22327
Cl 3.20230 -0.91300 0.50398
C 0.49446 3.45458 0.33971
O 0.34353 2.23379 0.04383
N -0.44376 4.40085 0.14016
C -1.86688 4.08245 0.07151
C -0.08101 5.79845 0.02569
H 1.42161 3.82674 0.79165
H -2.23197 3.51616 0.94151
H -2.11562 3.56118 -0.85961
H -2.38885 5.04108 0.04925
H 0.73731 6.05500 0.71271
H -0.95826 6.40459 0.25695
H 0.21551 6.04476 -1.00685
H 0.51031 -4.37328 1.66937
H -0.79609 -2.88467 0.08628
C -0.48182 -4.77489 1.91436
C -1.74986 -3.16314 0.55001
N -1.50058 -3.73787 1.85059
H -0.46981 -5.20665 2.91687
C -2.03541 -3.19575 2.96236
O -2.70510 -2.15299 3.00198
H -2.40726 -2.29127 0.63352
H -1.80065 -3.77800 3.87397
H -0.70828 -5.54937 1.17885
H -2.19952 -3.91704 -0.11187
O 1.40298 -0.25862 -2.97254
C 2.20808 -0.30923 -4.16270
C 0.43294 0.23140 -5.83321
C 1.64158 0.57629 -5.23397
H -0.07676 -0.68741 -5.50566
C -0.09296 1.01986 -6.86218
H 3.17272 0.09854 -3.80674
C 2.30571 1.74025 -5.62488
H -1.05194 0.72329 -7.28956
C 0.60727 2.12901 -7.32908
C 1.79483 2.49254 -6.68746
H 3.22402 2.03020 -5.10794
H 0.21726 2.68382 -8.18079
H 2.33198 3.37235 -7.03269
Si -0.09567 0.31944 -2.39423
Cl 0.69369 -2.26052 4.05720
C -1.63433 -0.27396 -3.39349
C 0.02501 2.17197 -2.65746
C -0.06118 -0.75723 -0.90209
H -1.69124 0.03210 -4.44962
H -2.55910 0.10596 -2.91867
H -1.68714 -1.37658 -3.37945
H -0.69023 -1.60046 -1.20431
H -0.49614 -0.34252 0.00053
H 0.94980 -1.11440 -0.70965
H 0.15726 2.48252 -3.70223
H 0.90396 2.52367 -2.10040
H -0.87603 2.66831 -2.27683
C -1.33903 0.16698 7.96370
N -0.16864 0.77463 7.29177
C -0.64904 1.76975 6.30169
N -1.57530 1.18650 5.31066
C -2.72084 0.54203 6.00160
N -2.29186 -0.45460 7.01165
C -1.72660 -1.66127 6.38784
P -0.27482 -1.11664 5.40149
C 0.71317 -0.23888 6.68147
C -0.88784 0.28751 4.38185
H -1.87247 0.96598 8.50611
H -0.98895 -0.59579 8.67299
H 0.21351 2.19661 5.77232
H -1.19474 2.55418 6.84724
H -3.36075 0.04020 5.26166
H -3.27301 1.33731 6.53101
H -1.39217 -2.37648 7.15298
H -2.47016 -2.16243 5.75479
H 1.57206 0.24427 6.18954
H 1.07518 -0.93357 7.45735
H -1.56547 -0.11504 3.62044
H -0.02369 0.75336 3.87940

Output
- HOMO-LUMO gap (spin up / spin down) (eV) = 3.86 / 5.86
- LUMO level (spin up / spin down) (eV) = 2.398 / 2.398
- HOMO energy (spin up / spin down) (eV) = -1.46 / -3.46
- spin multiplicity = 2
- F_max (hartree/bohr) = 0.0954
- energy above the lowest of the compared OMol25 structures with the same formula, charge and spin (kJ/mol) = 47.0
- ⟨S²⟩ = 0.75
- total charge = -1

Number 6 is which compound? C26H48Cl3CuN5O3PSi